Molecular formula: C37H40AsFeNOP2
Method: DFT, ωB97M-V/def2-TZVPD

Geometry as XYZ:
```
83
C37H40AsFeNOP2, DFT ωB97M-V/def2-TZVPD
C -1.27 3.40 -4.28
C -1.06 2.10 -3.81
C 0.26 1.59 -3.80
C 1.37 2.43 -4.11
C 1.12 3.76 -4.53
C -0.19 4.22 -4.63
C 2.67 1.92 -3.85
C 2.87 0.52 -3.89
C 1.74 -0.31 -3.66
C 1.88 -1.72 -3.57
C 3.11 -2.30 -3.90
C 4.22 -1.49 -4.17
C 4.13 -0.10 -4.13
H -2.30 3.78 -4.36
H 1.99 4.38 -4.79
H -0.38 5.23 -4.98
H 3.52 2.58 -3.83
H 3.20 -3.39 -3.88
H 5.17 -1.96 -4.39
H 4.98 0.55 -4.35
N 0.52 0.30 -3.32
Fe 0.10 0.07 -1.60
C -2.22 1.30 -3.22
H -2.40 0.35 -3.75
H -3.14 1.91 -3.21
C 0.72 -2.58 -3.10
H -0.18 -2.53 -3.73
H 1.02 -3.64 -2.98
P -1.87 0.94 -1.45
P 0.21 -2.03 -1.40
C 1.62 -2.64 -0.39
H 1.46 -2.34 0.66
H 1.67 -3.73 -0.48
H 2.55 -2.19 -0.76
C -1.17 -3.08 -0.95
H -0.85 -4.13 -1.01
H -1.48 -2.81 0.07
H -2.00 -2.89 -1.66
C -1.95 2.56 -0.63
H -2.98 2.93 -0.74
H -1.66 2.42 0.43
H -1.24 3.25 -1.13
C -3.25 -0.02 -0.82
H -3.00 -0.30 0.22
H -4.14 0.62 -0.87
H -3.37 -0.92 -1.43
H 2.36 2.37 -1.82
H 2.08 1.72 -1.47
O -0.62 -0.57 0.89
As -0.50 -0.40 2.57
C -2.25 -0.63 3.36
C -2.41 -1.57 4.39
C -3.67 -1.75 4.98
C -4.75 -0.97 4.56
C -4.58 -0.01 3.56
C -3.33 0.17 2.96
C 0.70 -1.75 3.23
C 1.83 -1.38 3.96
C 2.74 -2.35 4.38
C 2.51 -3.70 4.09
C 1.34 -4.08 3.41
C 0.43 -3.11 2.99
C 0.19 1.37 2.89
C 1.46 1.70 2.42
C 1.96 3.00 2.62
C 1.16 3.97 3.24
C -0.12 3.64 3.69
C -0.61 2.33 3.53
H -1.55 -2.17 4.72
H -3.79 -2.50 5.76
H -5.74 -1.12 5.02
H -5.43 0.61 3.23
H -3.19 0.93 2.18
H 1.99 -0.33 4.22
H 3.64 -2.05 4.92
H 3.24 -4.46 4.39
H 1.15 -5.14 3.20
H -0.49 -3.40 2.47
H 2.07 0.95 1.90
H 2.97 3.24 2.28
H 1.54 4.98 3.37
H -0.75 4.39 4.17
H -1.60 2.06 3.91
```

E_HOMO (alpha / beta) (Ha): -0.294 / -0.369
<S²>: 8.8008
Net charge: +1
Multiplicity: 6
Kohn-Sham gap (alpha / beta) (eV): 5.917 / 7.000

Atom charges from the Mulliken analysis, given in e for atoms 1 to 6: -0.7532 0.6225 0.2892 1.5571 -0.9750 -0.6686

Molecular formula: C46H39BrN5O3PSSn
Method: DFT, ωB97M-V/def2-TZVPD

Geometry as XYZ:
```
97
C46H39BrN5O3PSSn, DFT ωB97M-V/def2-TZVPD
Sn 0.67 -0.58 -0.73
C -0.81 -4.21 -0.11
C 0.09 -3.84 1.03
C -0.03 -4.47 2.27
C 0.86 -4.15 3.27
C 1.87 -3.24 3.02
C 1.94 -2.66 1.76
N 1.05 -2.94 0.80
C 3.04 -1.74 1.37
C 4.22 -1.69 2.09
C 5.23 -0.85 1.67
C 5.05 -0.09 0.52
C 3.85 -0.19 -0.16
N 2.87 -1.01 0.26
C 3.59 0.57 -1.41
C 4.43 1.57 -1.85
C 4.18 2.16 -3.08
C 3.11 1.72 -3.83
C 2.28 0.73 -3.32
C 1.13 0.22 -4.14
N 2.51 0.19 -2.12
H -0.51 -5.18 -0.51
H -0.75 -3.48 -0.91
H -1.85 -4.29 0.21
H -0.81 -5.20 2.42
H 0.78 -4.62 4.24
H 2.59 -2.98 3.79
H 4.37 -2.31 2.96
H 6.17 -0.80 2.21
H 5.84 0.54 0.16
H 5.27 1.89 -1.26
H 4.82 2.95 -3.45
H 2.91 2.14 -4.81
H 1.51 -0.33 -5.00
H 0.52 1.04 -4.51
H 0.49 -0.45 -3.57
O -2.01 -1.04 1.00
C -2.48 -0.39 1.87
C -3.78 -0.29 2.56
C -4.97 -1.01 2.53
C -5.96 -0.58 3.39
C -5.77 0.54 4.22
C -4.58 1.26 4.23
C -3.58 0.83 3.37
P -1.85 1.15 2.86
C -1.92 2.70 1.95
C -3.07 2.98 1.22
C -3.17 4.16 0.50
C -2.12 5.07 0.51
C -0.97 4.80 1.24
C -0.87 3.62 1.96
C -1.02 1.22 4.45
C -0.69 0.02 5.07
C -0.15 0.04 6.35
C 0.06 1.25 7.00
C -0.28 2.44 6.38
C -0.83 2.43 5.10
H -5.11 -1.87 1.89
H -6.91 -1.10 3.42
H -6.57 0.84 4.88
H -4.46 2.11 4.88
H -3.90 2.29 1.22
H -4.07 4.37 -0.06
H -2.21 6.00 -0.04
H -0.16 5.52 1.27
H 0.03 3.43 2.54
H -0.85 -0.92 4.56
H 0.10 -0.90 6.84
H 0.48 1.26 7.99
H -0.12 3.38 6.88
H -1.11 3.37 4.63
Br 4.72 5.05 2.14
C 3.73 3.58 2.78
C 3.95 3.12 4.07
C 3.22 2.03 4.54
C 2.26 1.43 3.74
C 2.05 1.91 2.45
C 2.79 2.98 1.96
C 1.08 1.24 1.55
O 1.35 1.26 0.31
O 0.07 0.61 1.99
H 4.69 3.60 4.70
H 3.40 1.66 5.54
H 1.69 0.59 4.10
H 2.64 3.33 0.95
S -0.94 1.82 -1.61
C -1.66 1.89 -3.14
N -2.44 0.95 -3.70
C -3.03 1.38 -4.97
C -2.33 2.74 -5.21
N -1.57 2.93 -3.98
H -2.76 0.17 -3.16
H -4.11 1.50 -4.87
H -2.82 0.66 -5.76
H -3.04 3.55 -5.35
H -1.66 2.71 -6.08
H -1.00 3.73 -3.76
```

E_HOMO (Ha): -0.468
Net charge: +2
Multiplicity: 1
Kohn-Sham gap (eV): 7.799

Atom charges from the Mulliken analysis, given in e for atoms 1 to 6: 0.7482 -1.3968 0.7943 -0.6456 -0.8633 -0.7391

Molecular formula: C5H8O2
Method: DFT, ωB97M-V/def2-TZVPD

Geometry as XYZ:
```
15
C5H8O2, DFT ωB97M-V/def2-TZVPD
C 0.83 0.67 -1.40
C -0.32 -0.30 -1.40
O -0.23 -1.42 -0.54
C 0.09 -1.11 0.73
C -0.44 0.06 1.36
O -0.69 1.19 0.56
C -0.51 1.05 -0.81
H 1.64 0.49 -0.69
H 1.15 1.10 -2.35
H -0.79 -0.58 -2.34
H 0.95 -1.66 1.07
H 0.43 -1.16 2.81
H -1.33 -0.07 1.98
H 0.34 -0.03 2.35
H -1.12 1.77 -1.34
```

E_HOMO (alpha / beta) (Ha): -0.291 / -0.303
Multiplicity: 1
Kohn-Sham gap (alpha / beta) (eV): 7.555 / 8.330

Atom charges from the Mulliken analysis, given in e for atoms 1 to 6: -0.5902 -0.1591 -0.3495 -0.4874 -0.0386 -0.4031

Molecular formula: C27H11BCl5F4N3O7STa
Method: DFT, ωB97M-V/def2-TZVPD

Geometry as XYZ:
```
60
C27H11BCl5F4N3O7STa, DFT ωB97M-V/def2-TZVPD
Ta -0.08 -0.10 -0.85
O 1.41 -3.93 -0.49
C 0.84 -2.93 -0.20
O 0.90 -1.76 -0.86
C -0.04 -2.76 1.00
C -0.40 -3.76 1.88
C -1.25 -3.42 2.92
C -1.69 -2.11 3.06
C -1.26 -1.17 2.14
N -0.47 -1.52 1.14
C -1.57 0.30 2.15
O -2.37 0.72 2.98
O -0.93 0.94 1.25
H -0.03 -4.77 1.73
H -1.58 -4.18 3.63
H -2.34 -1.79 3.86
Cl 2.32 -0.45 1.67
C 2.28 1.14 0.97
C 1.40 1.41 -0.08
C 1.49 2.70 -0.63
Cl 0.54 3.13 -2.01
C 2.35 3.67 -0.12
Cl 2.40 5.24 -0.82
C 3.19 3.36 0.94
Cl 4.26 4.55 1.57
C 3.16 2.08 1.48
Cl 4.22 1.67 2.78
F -1.79 -2.03 -0.93
B -2.25 -2.04 -2.31
F -1.72 -3.12 -2.97
F -3.63 -1.98 -2.35
F -1.67 -0.81 -2.78
N 4.60 -0.39 -6.88
C 3.88 -0.27 -5.99
C 2.98 -0.12 -4.87
C 3.49 0.05 -3.59
C 2.63 0.15 -2.51
C 1.24 0.10 -2.67
C 0.75 -0.04 -3.97
C 1.61 -0.15 -5.06
H 4.56 0.09 -3.44
H 3.06 0.27 -1.53
H -0.31 -0.06 -4.17
H 1.20 -0.27 -6.06
O -3.99 4.74 -0.32
S -4.08 3.68 -1.27
O -4.66 3.92 -2.55
N -2.57 3.01 -1.49
C -2.57 1.81 -1.06
O -1.49 1.03 -1.15
C -3.82 1.27 -0.48
C -4.09 0.02 0.04
C -5.38 -0.23 0.51
C -6.36 0.76 0.46
C -6.08 2.02 -0.07
C -4.80 2.24 -0.53
H -3.34 -0.76 0.07
H -5.62 -1.20 0.91
H -7.35 0.54 0.83
H -6.84 2.79 -0.12
```

E_HOMO (Ha): -0.263
Net charge: -1
Multiplicity: 1
Kohn-Sham gap (eV): 8.057

Atom charges from the Mulliken analysis, given in e for atoms 1 to 6: 1.1864 -0.6312 -0.1176 -0.2246 0.7756 -0.7328

Molecular formula: C3H4ClNO2S2
Method: DFT, ωB97M-V/def2-TZVPD

Geometry as XYZ:
```
13
C3H4ClNO2S2, DFT ωB97M-V/def2-TZVPD
C 0.62 0.10 -0.21
C -1.47 -2.08 -0.21
C -1.08 1.86 -0.37
N -0.17 1.03 -0.15
O 1.98 0.32 1.95
O 2.80 1.60 0.06
S -2.80 -1.66 0.50
S 2.13 0.43 0.54
Cl 3.13 -1.22 0.04
H -0.96 -2.96 0.06
H -1.18 -1.63 -1.14
H -1.96 1.84 0.25
H -1.04 2.39 -1.32
```

E_HOMO (Ha): -0.328
Multiplicity: 1
Kohn-Sham gap (eV): 8.316

Atom charges from the Mulliken analysis, given in e for atoms 1 to 6: -0.0758 -0.3607 -0.3646 0.0752 -0.5262 -0.5067

Molecular formula: BrCdI2NO3
Method: DFT, ωB97M-V/def2-TZVPD

Geometry as XYZ:
```
8
BrCdI2NO3, DFT ωB97M-V/def2-TZVPD
Cd -1.17 0.48 0.12
N 1.31 -1.32 -0.74
O 1.95 -1.82 0.10
O 1.65 -1.18 -1.88
O 0.29 -0.87 -0.30
Br 0.88 2.57 0.11
I -1.60 -0.34 2.84
I -3.31 2.48 -0.26
```

E_HOMO (Ha): -0.074
Net charge: -2
Multiplicity: 1
Kohn-Sham gap (eV): 7.047

Atom charges from the Mulliken analysis, given in e for atoms 1 to 6: 0.9593 1.0355 -0.6156 -0.6761 -0.5674 -0.8035

How do the records compare in energy above the lowest of the compared OMol25 structures with the same formula, charge and spin? In the order shown, they have 0.00; 0.00; 168.66; 43.83; 0.00; 25.67 kcal per mole.
How do the records compare in electronic energy? In the order shown, they have -156351.83044; -157917.05426; -9402.51829; -133537.36618; -42949.09014; -98442.06480 eV.